Here is a 2-piece molecular cluster, C26H22N2 overall at a distorted geometry from the Open Molecules 2025 dataset. Energies are from ωB97M-V/def2-TZVPD.

Computed properties:
Charge: 0
LUMO level: -0.0985 Eh
Energy above the lowest of the compared OMol25 structures with the same formula, charge and spin: 0.0 kcal/mol
Electronic energy: -1113.30024 a.u.
HOMO energy: -5.442 eV

Geometry as XYZ:
```
50
C26H22N2 | the Open Molecules 2025 dataset | ωB97M-V/def2-TZVPD
C -4.23020 0.44446 1.85911
C -3.56906 -0.71074 1.42755
C -2.17496 -0.77541 1.46591
C -1.42164 0.22484 2.12884
C 0.05016 0.19897 2.31494
N 0.61234 1.38489 2.55490
C 1.76484 1.92781 2.32794
C 2.07168 3.30164 2.53428
N 2.51319 4.38786 2.67370
C 0.79067 -1.08175 2.27577
C 0.12281 -2.31730 2.46806
C 0.77018 -3.54109 2.30248
C 2.14091 -3.57918 2.02300
C 2.85004 -2.37579 1.94536
C 2.19544 -1.15048 2.11933
C -2.09991 1.39092 2.53546
C -3.48250 1.50839 2.37913
H -5.31860 0.50952 1.78930
H -4.12871 -1.56543 1.04623
H -1.66084 -1.60448 0.97676
H 2.50708 1.42065 1.68216
H -0.93283 -2.32614 2.73403
H 0.19944 -4.46823 2.39259
H 2.65907 -4.53337 1.89208
H 3.92780 -2.38608 1.75213
H 2.79212 -0.24865 2.11570
H -1.52068 2.21514 2.95159
H -3.97808 2.43708 2.67547
C 1.73551 2.51297 7.97042
C 0.30497 3.09920 7.71514
C 0.31203 3.38514 6.24060
C 1.51926 3.00906 5.67396
C 2.40689 2.48831 6.62699
C 3.78626 2.14420 6.47539
C 4.49505 2.19305 5.23920
C 5.84316 1.83654 5.18823
C 6.53174 1.45536 6.35181
C 5.85911 1.45099 7.58148
C 4.51322 1.77378 7.63698
H 2.23855 3.15946 8.69799
H 1.68883 1.51958 8.42770
H -0.47350 2.38795 8.01848
H 0.16243 3.99764 8.33144
H -0.52814 3.83640 5.72132
H 1.79700 3.12262 4.63948
H 3.97566 2.52193 4.33752
H 6.37650 1.85775 4.23768
H 7.59079 1.18201 6.30559
H 6.38085 1.19403 8.50447
H 3.99104 1.74404 8.59846
```